[1]
The following is a DFT calculation (ωB97M-V with the def2-TZVPD basis set) of 8 unconnected molecules or ions with the total composition C55H47F7NOPS.

**SMILES string**: CP(O)c1cccc2c1Sc1ccccc1N2.Fc1ccccc1.Fc1ccccc1.Fc1ccccc1.Fc1ccccc1.Fc1ccccc1.Fc1ccccc1.Fc1ccccc1
**HOMO**: -0.2899 hartree
**Orbital gap**: 7.91 eV

ORCA input file:
```
! wB97M-V def2-TZVPD RIJCOSX def2/J DEFGRID3
* xyz 0 1
C 3.95019 -0.74662 1.88112
P 2.28276 -1.65994 2.12432
O 2.53224 -3.37972 2.11872
C 1.21922 -1.11659 0.64588
C 1.68718 -1.18628 -0.85539
C 0.70772 -0.75314 -1.98342
C -0.73043 -0.19565 -1.73588
C -1.20057 -0.12506 -0.23740
C -0.21376 -0.59207 0.90509
S -0.96039 -0.49385 2.62000
C -2.68051 -1.15077 2.27778
C -3.37809 -2.14990 3.22576
C -4.79792 -2.66566 2.80133
C -5.43093 -2.16551 1.45592
C -4.72116 -1.12223 0.51888
C -3.30996 -0.60755 0.93543
N -2.57051 0.37949 0.07705
H 3.84714 0.37648 2.09079
H 4.37114 -0.85643 0.81699
H 4.73087 -1.15098 2.61135
H 3.47702 -3.49161 2.43720
H 2.73791 -1.59855 -1.03692
H 1.06310 -0.83048 -3.07138
H -1.45123 0.13664 -2.54879
H -2.86865 -2.50246 4.18731
H -5.35791 -3.42067 3.44265
H -6.45120 -2.54082 1.08749
H -5.17890 -0.75070 -0.46204
H -2.47060 1.20968 0.70073
F -4.38225 -2.64885 -3.09274
C -3.74424 -3.67102 -2.49786
C -2.76312 -3.40509 -1.55600
C -2.10591 -4.46241 -0.93609
C -2.43018 -5.77462 -1.27337
C -3.41403 -6.03008 -2.22463
C -4.07932 -4.97258 -2.83685
H -2.51831 -2.37789 -1.31220
H -1.34169 -4.26470 -0.19171
H -1.91379 -6.59938 -0.79236
H -3.66265 -7.05250 -2.48924
H -4.85404 -5.15280 -3.57308
F 5.21483 -3.85369 3.70442
C 5.71072 -3.34249 4.84924
C 5.87066 -4.17349 5.94688
C 6.38652 -3.65253 7.12895
C 6.72664 -2.30406 7.20325
C 6.55735 -1.47785 6.09642
C 6.05182 -2.00038 4.91053
H 5.59261 -5.21868 5.87284
H 6.52277 -4.29601 7.99143
H 7.12498 -1.89753 8.12737
H 6.81906 -0.42682 6.15707
H 5.92263 -1.37370 4.03822
F -2.04444 3.32190 1.97263
C -2.94999 4.04016 1.28630
C -2.76952 5.40666 1.14382
C -3.70432 6.14851 0.42890
C -4.81459 5.51612 -0.12596
C -4.98779 4.14323 0.02796
C -4.04705 3.40030 0.73330
H -1.90356 5.88253 1.58977
H -3.56889 7.21533 0.30481
H -5.54588 6.09639 -0.68004
H -5.85483 3.65232 -0.40136
H -4.16131 2.32976 0.85564
F -4.39768 9.08984 -0.23008
C -3.99297 9.77561 -1.31275
C -3.62113 9.08549 -2.45556
C -3.20712 9.79569 -3.57772
C -3.15960 11.18738 -3.54030
C -3.53083 11.86944 -2.38511
C -3.95541 11.16030 -1.26630
H -3.65668 8.00267 -2.46325
H -2.92114 9.26588 -4.48013
H -2.83222 11.74050 -4.41497
H -3.48946 12.95312 -2.35610
H -4.25653 11.67505 -0.36138
F -1.84373 6.50541 -1.99019
C -0.61178 6.03344 -2.24132
C 0.09630 5.40485 -1.22889
C 1.37025 4.91140 -1.49105
C 1.92572 5.06181 -2.75961
C 1.20728 5.69921 -3.76708
C -0.07111 6.18308 -3.50871
H -0.34890 5.30426 -0.24625
H 1.92995 4.41087 -0.70817
H 2.92151 4.68033 -2.96201
H 1.64286 5.81915 -4.75343
H -0.64831 6.67405 -4.28358
F 1.42212 -0.73012 -5.21569
C 1.99366 -1.81925 -5.75679
C 2.90053 -2.55426 -5.00939
C 3.48834 -3.68468 -5.56767
C 3.17052 -4.06067 -6.87058
C 2.26208 -3.31181 -7.61328
C 1.66563 -2.18766 -7.05175
H 3.14167 -2.24153 -3.99992
H 4.19351 -4.27158 -4.98898
H 3.63293 -4.94030 -7.30695
H 2.01866 -3.60366 -8.62936
H 0.94961 -1.59801 -7.61213
F 2.10298 -8.79352 6.41860
C 2.50120 -8.10236 5.33883
C 2.86538 -8.78586 4.18942
C 3.27322 -8.06916 3.06879
C 3.32237 -6.67785 3.11425
C 2.95917 -6.00212 4.27574
C 2.54068 -6.71776 5.39302
H 2.82858 -9.86898 4.17544
H 3.55299 -8.59374 2.16141
H 3.64472 -6.11988 2.24076
H 3.00177 -4.91924 4.31040
H 2.24572 -6.20800 6.30289
*
```

Results of the Löwdin charge analysis, in e, for atoms 1 through 8: atom 1 (C): -0.290, atom 2 (P): 0.881, atom 3 (O): -0.374, atom 4 (C): -0.353, atom 5 (C): -0.054, atom 6 (C): -0.051, atom 7 (C): 0.019, atom 8 (C): -0.203

=====

[2]
The following is a DFT calculation (ωB97M-V with the def2-TZVPD basis set) of C5H8N2 in the gas phase.

**SMILES string**: C/N=C/N1C=C1C
**Energy relative to the best compared isomer or geometry (same formula, charge and spin)**: 424.8 kJ/mol
**HOMO**: -0.2924 hartree
**Orbital gap**: 8.90 eV

ORCA input file:
```
! wB97M-V def2-TZVPD RIJCOSX def2/J DEFGRID3
* xyz 0 1
C 1.68666 -2.00581 -1.31973
N 0.82343 -1.28212 -0.43318
C 0.97301 -0.03149 -0.27263
N 0.27178 0.57609 0.77302
C -0.96050 -0.31599 1.08823
C -1.14896 0.91597 0.81705
C -1.88487 2.17531 0.91306
H 1.07524 -2.47670 -2.09606
H 2.45764 -1.38319 -1.79755
H 2.17468 -2.81332 -0.75943
H 1.75027 0.55885 -0.77672
H -1.03617 -1.38614 1.00928
H -1.32312 2.84092 1.57639
H -1.98888 2.65034 -0.06205
H -2.87020 1.97728 1.34033
*
```

Results of the Löwdin charge analysis, in e, for atoms 1 through 8: atom 1 (C): -0.153, atom 2 (N): -0.045, atom 3 (C): -0.255, atom 4 (N): -0.002, atom 5 (C): 0.077, atom 6 (C): -0.278, atom 7 (C): -0.033, atom 8 (H): 0.071

=====

[3]
The following is a DFT calculation (ωB97M-V with the def2-TZVPD basis set) of C2H7N5O in the gas phase.

**SMILES string**: [H]/N=C\N/C(=N/N)NO
**Energy relative to the best compared isomer or geometry (same formula, charge and spin)**: 270.8 kJ/mol
**HOMO**: -0.3298 hartree
**Orbital gap**: 9.81 eV

ORCA input file:
```
! wB97M-V def2-TZVPD RIJCOSX def2/J DEFGRID3
* xyz 0 1
H -1.30309 -1.60319 -0.65672
N -1.73930 -1.08025 -1.42831
C -1.38355 0.09210 -1.65389
N -0.39222 0.81216 -0.98945
C 0.05121 0.39735 0.26829
N 0.17564 1.29589 1.15413
N 0.94905 0.91325 2.31124
N 0.55203 -0.88084 0.52570
O 1.27674 -1.47684 -0.58651
H -1.87350 0.61749 -2.49315
H -0.49793 1.85142 -1.13944
H 1.18130 1.79062 2.76284
H 0.35302 0.42124 2.98457
H 1.22257 -0.82659 1.30758
H 1.88143 -0.79440 -0.77309
*
```

Results of the Löwdin charge analysis, in e, for atoms 1 through 8: atom 1 (H): 0.044, atom 2 (N): 0.098, atom 3 (C): -0.322, atom 4 (N): 0.067, atom 5 (C): -0.453, atom 6 (N): 0.008, atom 7 (N): -0.026, atom 8 (N): -0.001